No. 1
Below is a cluster of 2 separate species, C2H2O3 in total, with properties calculated with ωB97M-V with the def2-TZVPD basis set.

## Properties
**E_HOMO**: -8.79 eV
**E_tot**: -303.03785 Ha
**Energy above the lowest of the compared OMol25 structures with the same formula, charge and spin**: 242.85 kJ/mol
**Net charge**: 0
**Spin multiplicity**: 1

Each line ends with the Mulliken charge.
Element x y z (Å)
C -0.983 2.455 1.482  0.74
C -0.202 0.867 -0.878  -0.20
O -1.138 1.653 2.316  -0.37
O -1.114 3.224 0.621  -0.35
O -0.738 0.017 -0.100  -0.22
H -0.779 0.931 -1.837  0.08
H -1.636 -0.313 -0.360  0.32

***

No. 2
Below is the molecule C2H2O3S, with properties calculated with ωB97M-V with the def2-TZVPD basis set.

## Properties
**E_HOMO**: -10.66 eV
**E_tot**: -701.25833 Ha
**Energy above the lowest of the compared OMol25 structures with the same formula, charge and spin**: 215.52 kJ/mol
**Net charge**: 0
**Spin multiplicity**: 1
**SMILES**: O=C(O)C(=O)S

Each line ends with the Mulliken charge.
Element x y z (Å)
O 1.021 -1.687 -0.294  -0.47
C 0.950 -0.436 -0.062  0.51
O 2.206 0.288 0.319  -0.46
C -0.238 0.632 -0.107  0.47
O 0.041 1.750 -0.257  -0.41
S -1.865 -0.379 0.178  -0.19
H 1.994 1.214 0.530  0.34
H -2.567 0.862 -0.506  0.20

***

No. 3
Below is the molecule C2H2O3S, with properties calculated with ωB97M-V with the def2-TZVPD basis set.

## Properties
**E_HOMO (alpha / beta)**: -10.04 / -10.19 eV
**E_tot**: -701.16912 Ha
**Energy above the lowest of the compared OMol25 structures with the same formula, charge and spin**: 449.74 kJ/mol
**Net charge**: 0
**Spin multiplicity**: 1
**SMILES**: O=CC=S(=O)=O

Each line ends with the Mulliken charge.
Element x y z (Å)
O -0.957 -2.009 -0.343  -0.43
C -0.326 -0.983 -0.159  0.22
C -0.733 0.257 0.256  -0.44
S -2.513 0.291 0.301  0.78
O -3.138 1.161 -0.669  -0.46
O -2.789 -1.125 0.280  -0.37
H 0.738 -0.936 -0.454  0.30
H -0.136 1.112 0.482  0.40

***

No. 4
Below is a structure of composition C2H2O3Tl, with properties calculated with ωB97M-V with the def2-TZVPD basis set.

## Properties
**E_HOMO (alpha / beta)**: -6.07 / -9.01 eV
**E_tot**: -475.52185 Ha
**Energy above the lowest of the compared OMol25 structures with the same formula, charge and spin**: 0.00 kJ/mol
**Net charge**: 0
**Spin multiplicity**: 2

Each line ends with the Mulliken charge.
Element x y z (Å)
O 3.206 0.730 -0.426  -0.45
C 2.616 -0.285 -0.111  0.17
O 2.506 -1.424 -0.645  -0.46
C -0.791 -4.796 -1.886  0.01
O -0.111 -4.689 -0.886  -0.40
H -0.365 -4.611 -2.890  0.22
H -1.807 -5.229 -1.833  0.25
Tl 1.735 -3.468 0.034  0.66

***

No. 5
Below is the molecule C2H2O5, with properties calculated with ωB97M-V with the def2-TZVPD basis set.

## Properties
**E_HOMO**: -10.45 eV
**E_tot**: -453.45195 Ha
**Energy above the lowest of the compared OMol25 structures with the same formula, charge and spin**: 441.64 kJ/mol
**Net charge**: 0
**Spin multiplicity**: 1

Each line ends with the Mulliken charge.
Element x y z (Å)
C -0.197 -0.542 -0.672  0.89
C 0.975 0.691 1.022  0.31
O -1.033 -0.760 0.311  -0.28
O -0.971 0.688 0.768  -0.43
O -0.648 -0.658 -1.899  -0.40
O 0.998 -0.136 -0.503  -0.39
O 1.549 1.719 1.099  -0.40
H -1.596 -0.868 -1.856  0.37
H 0.924 -0.136 1.731  0.33

***

No. 6
Below is a cluster of 2 separate species, C2H2O7S2 in total, with properties calculated with ωB97M-V with the def2-TZVPD basis set.

## Properties
**E_HOMO**: -1.69 eV
**E_tot**: -1400.36882 Ha
**Net charge**: -2
**Spin multiplicity**: 1

Each line ends with the Mulliken charge.
Element x y z (Å)
C 1.582 0.178 -0.541  -0.51
C -1.610 0.231 0.859  0.47
O 3.982 1.476 -0.694  -0.64
O -2.883 -1.645 -0.213  -0.68
O 4.103 -0.568 0.734  -0.64
O 2.656 -0.642 -1.358  -0.35
O -4.313 0.320 0.470  -0.65
O -2.860 0.463 -1.512  -0.68
O -1.739 0.137 2.043  -0.48
S 3.283 0.285 -0.180  0.94
S -3.107 -0.162 -0.204  1.07
H 1.377 -0.489 0.274  -0.05
H -0.471 0.419 0.322  0.19

***

No. 7
Below is the molecule C2H2OS, with properties calculated with ωB97M-V with the def2-TZVPD basis set.

## Properties
**E_HOMO**: -9.18 eV
**E_tot**: -550.72065 Ha
**Energy above the lowest of the compared OMol25 structures with the same formula, charge and spin**: 177.45 kJ/mol
**Net charge**: 0
**Spin multiplicity**: 1
**SMILES**: C#CSO

Each line ends with the Mulliken charge.
Element x y z (Å)
C 0.513 1.620 -0.552  0.04
C 0.201 0.452 -0.546  -0.35
S -0.562 -1.023 -0.726  0.04
O -0.140 -1.917 0.810  -0.49
H 0.810 2.573 -0.406  0.43
H -0.821 -1.707 1.420  0.33

***

No. 8
Below is a cluster of 2 separate species, C2H2OS in total, with properties calculated with ωB97M-V with the def2-TZVPD basis set.

## Properties
**E_HOMO (alpha / beta)**: -7.47 / -7.48 eV
**E_tot**: -550.67524 Ha
**Energy above the lowest of the compared OMol25 structures with the same formula, charge and spin**: 296.69 kJ/mol
**Net charge**: 0
**Spin multiplicity**: 1

Each line ends with the Mulliken charge.
Element x y z (Å)
C 1.063 0.614 0.053  0.11
C -0.976 -0.627 0.030  -0.21
O 1.953 -0.127 -0.236  -0.35
S -2.292 0.233 -0.011  -0.20
H 0.900 1.565 0.428  0.35
H -0.648 -1.659 -0.264  0.29

***

No. 9
Below is a cluster of 2 separate species, C2H2OS in total, with properties calculated with ωB97M-V with the def2-TZVPD basis set.

## Properties
**E_HOMO (alpha / beta)**: -9.98 / -9.98 eV
**E_tot**: -550.58506 Ha
**Energy above the lowest of the compared OMol25 structures with the same formula, charge and spin**: 533.46 kJ/mol
**Net charge**: 0
**Spin multiplicity**: 1

Each line ends with the Mulliken charge.
Element x y z (Å)
C 1.532 -1.450 0.828  -0.38
C 1.060 -0.593 0.138  -0.20
O -1.883 1.368 -0.340  -0.36
S -0.435 1.403 -1.072  0.27
H 2.260 -1.797 1.450  0.30
H -2.534 1.070 -1.005  0.38

***

No. 10
Below is the molecule C2H2OS, with properties calculated with ωB97M-V with the def2-TZVPD basis set.

## Properties
**E_HOMO (alpha / beta)**: -7.10 / -10.46 eV
**E_tot**: -550.61158 Ha
**Energy above the lowest of the compared OMol25 structures with the same formula, charge and spin**: 288.70 kJ/mol
**Net charge**: 0
**Spin multiplicity**: 3

Each line ends with the Mulliken charge.
Element x y z (Å)
C -0.741 -0.242 0.025  0.29
C 0.675 0.154 -0.036  -0.43
O -1.738 -1.314 -0.031  -0.28
S -0.689 1.427 -0.008  -0.05
H 1.203 0.009 0.930  0.20
H 1.290 -0.034 -0.881  0.26

***

Number 6 is which compound? C2H2O7S2

***

Number 3 is which compound? C2H2O3S